{
  "formula": "C3H4FN3",
  "method": "ωB97M-V/def2-TZVPD",
  "multiplicity": 1,
  "e_lumo_ev": 0.8,
  "mol_weight_g_mol": 101.08,
  "e_above_lowest_kj_mol": 18.98,
  "smiles": "Nc1nc(F)c[nH]1",
  "orbital_gap_ev": 9.163,
  "symbols": ["F", "N", "N", "N", "C", "C", "C", "H", "H", "H", "H"],
  "positions_angstrom": [[-0.563, 0.260, -2.353], [-0.231, 0.910, -0.082], [0.304, 0.814, 2.261], [0.403, -1.038, 0.719], [0.215, -1.205, -0.648], [0.100, 0.281, 0.979], [-0.225, -0.013, -1.102], [0.035, 1.824, 2.253], [0.466, -2.175, -1.052], [1.017, -1.583, 1.339], [-0.322, 0.405, 2.977]],
  "forces_ev_per_a": [[-0.09, 0.47, 0.09], [-1.38, 1.11, -1.74], [-1.16, 1.16, 0.57], [0.33, 0.73, 1.01], [0.41, -1.17, 0.24], [1.02, -1.43, 0.97], [0.79, -0.38, 0.95], [0.53, -1.11, -0.21], [-0.33, 0.30, -0.44], [-0.71, 0.33, -0.73], [0.59, -0.03, -0.70]]
}